(1)
{
  "formula": "C22H21O2",
  "method": "wB97M-V/def2-TZVPD",
  "orbital_gap_ev": 5.67,
  "e_above_lowest_kcal_mol": 28.04,
  "fmax_ha_per_bohr": 0.0315,
  "charge": 1,
  "species": ["C", "C", "O", "C", "H", "C", "C", "C", "C", "C", "C", "O", "H", "H", "H", "H", "H", "H", "H", "H", "H", "C", "C", "C", "C", "C", "C", "C", "C", "C", "C", "C", "C", "C", "H", "H", "H", "H", "H", "H", "H", "H", "H", "H", "H"],
  "coordinates": [[-3.35723, -0.35420, -1.97519], [-3.73607, -1.51827, -1.08748], [-2.51587, -1.94638, -0.43410], [-1.44029, -1.20061, -0.97845], [-0.86668, -0.65473, -0.15010], [-0.47015, -2.19932, -1.59069], [-0.74230, -2.77918, -2.82995], [0.14605, -3.73303, -3.34576], [1.31195, -4.07510, -2.64972], [1.58065, -3.49622, -1.39582], [0.66709, -2.56754, -0.87151], [-1.90467, -0.23286, -1.87987], [-3.60949, -0.53222, -3.03266], [-3.81668, 0.57178, -1.58236], [-4.43549, -1.20789, -0.30547], [-4.14116, -2.36750, -1.65256], [-1.62082, -2.45689, -3.38870], [-0.08258, -4.20971, -4.30232], [2.02159, -4.79446, -3.06583], [2.47491, -3.76892, -0.81799], [0.78884, -2.04841, 0.08373], [0.59050, 1.34595, 0.85268], [1.76640, 0.79957, 1.44999], [2.39479, -0.22438, 0.68257], [3.58288, -0.82826, 1.06515], [4.22233, -0.40270, 2.24289], [3.64864, 0.62380, 3.01315], [2.42140, 1.19342, 2.65629], [-0.20923, 2.46733, 1.21910], [-1.30723, 2.75443, 0.34623], [-2.07224, 3.90020, 0.49778], [-1.79489, 4.80082, 1.54407], [-0.75148, 4.52096, 2.44345], [0.03617, 3.38073, 2.28384], [0.36062, 0.94702, -0.14087], [1.93258, -0.48452, -0.27226], [4.01732, -1.61276, 0.44238], [5.15073, -0.87878, 2.55953], [4.16478, 0.98453, 3.90219], [2.00210, 1.96949, 3.28592], [-1.47774, 2.06702, -0.48740], [-2.88423, 4.10344, -0.20574], [-2.39246, 5.70464, 1.66723], [-0.53929, 5.20408, 3.26701], [0.88594, 3.23562, 2.93763]],
  "nbo_charge": [-0.1008, -0.1055, -0.5132, 0.3946, 0.1138, -0.1036, -0.1312, -0.2136, -0.2015, -0.2133, -0.2205, -0.5379, 0.2027, 0.1827, 0.1945, 0.1961, 0.2067, 0.2252, 0.2269, 0.2168, 0.1977, 0.0921, -0.1048, -0.1012, -0.2357, -0.0788, -0.2218, -0.1126, -0.0971, -0.1085, -0.2307, -0.0808, -0.2187, -0.1201, 0.2322, 0.2389, 0.2460, 0.2423, 0.2432, 0.2136, 0.2412, 0.2441, 0.2424, 0.2434, 0.2147]
}

=====

(2)
{
  "formula": "C6H18AlO3",
  "method": "wB97M-V/def2-TZVPD",
  "orbital_gap_ev": 2.91,
  "e_above_lowest_kcal_mol": 71.82,
  "fmax_ha_per_bohr": 0.0230,
  "charge": 3,
  "species": ["Al", "C", "C", "O", "H", "H", "H", "H", "H", "H", "C", "C", "O", "H", "H", "H", "H", "H", "H", "C", "C", "O", "H", "H", "H", "H", "H", "H"],
  "coordinates": [[21.46192, 15.50133, -7.17935], [17.93050, 12.57151, -9.46642], [18.86417, 13.78454, -9.37234], [20.02329, 13.46143, -8.60011], [18.39961, 11.75351, -10.02462], [17.04636, 12.86648, -10.04024], [17.66413, 12.22382, -8.46651], [18.40116, 14.67545, -8.94425], [19.23755, 14.04852, -10.38650], [20.29554, 12.57112, -8.91260], [24.19092, 11.70008, -5.87938], [23.35259, 12.31595, -6.98913], [23.72884, 13.68200, -7.17634], [23.88689, 12.05588, -4.88857], [25.25111, 11.93790, -6.01002], [24.09739, 10.61405, -5.81000], [22.28699, 12.27223, -6.75748], [23.53320, 11.77124, -7.93445], [24.67558, 13.65036, -7.42422], [25.88484, 17.10693, -8.86404], [24.84798, 17.01875, -7.73708], [23.54978, 16.90868, -8.32719], [26.86451, 16.99876, -8.38646], [25.80520, 18.02931, -9.44976], [25.67408, 16.34829, -9.62322], [24.87253, 17.98119, -7.19084], [25.02687, 16.20339, -7.03981], [23.47343, 17.61480, -9.00552]],
  "nbo_charge": [1.3125, -0.6163, -0.0747, -0.5797, 0.2578, 0.3116, 0.2712, 0.2308, 0.2842, 0.5273, -0.6259, -0.0812, -0.6022, 0.2667, 0.2460, 0.2946, 0.1943, 0.2633, 0.5239, -0.6065, -0.0694, -0.5965, 0.3074, 0.2681, 0.2517, 0.2888, 0.2126, 0.5397]
}

=====

What did the first record say?
{
  "formula": "C22H21O2",
  "method": "wB97M-V/def2-TZVPD",
  "orbital_gap_ev": 5.67,
  "e_above_lowest_kcal_mol": 28.04,
  "fmax_ha_per_bohr": 0.0315,
  "charge": 1,
  "species": ["C", "C", "O", "C", "H", "C", "C", "C", "C", "C", "C", "O", "H", "H", "H", "H", "H", "H", "H", "H", "H", "C", "C", "C", "C", "C", "C", "C", "C", "C", "C", "C", "C", "C", "H", "H", "H", "H", "H", "H", "H", "H", "H", "H", "H"],
  "coordinates": [[-3.35723, -0.35420, -1.97519], [-3.73607, -1.51827, -1.08748], [-2.51587, -1.94638, -0.43410], [-1.44029, -1.20061, -0.97845], [-0.86668, -0.65473, -0.15010], [-0.47015, -2.19932, -1.59069], [-0.74230, -2.77918, -2.82995], [0.14605, -3.73303, -3.34576], [1.31195, -4.07510, -2.64972], [1.58065, -3.49622, -1.39582], [0.66709, -2.56754, -0.87151], [-1.90467, -0.23286, -1.87987], [-3.60949, -0.53222, -3.03266], [-3.81668, 0.57178, -1.58236], [-4.43549, -1.20789, -0.30547], [-4.14116, -2.36750, -1.65256], [-1.62082, -2.45689, -3.38870], [-0.08258, -4.20971, -4.30232], [2.02159, -4.79446, -3.06583], [2.47491, -3.76892, -0.81799], [0.78884, -2.04841, 0.08373], [0.59050, 1.34595, 0.85268], [1.76640, 0.79957, 1.44999], [2.39479, -0.22438, 0.68257], [3.58288, -0.82826, 1.06515], [4.22233, -0.40270, 2.24289], [3.64864, 0.62380, 3.01315], [2.42140, 1.19342, 2.65629], [-0.20923, 2.46733, 1.21910], [-1.30723, 2.75443, 0.34623], [-2.07224, 3.90020, 0.49778], [-1.79489, 4.80082, 1.54407], [-0.75148, 4.52096, 2.44345], [0.03617, 3.38073, 2.28384], [0.36062, 0.94702, -0.14087], [1.93258, -0.48452, -0.27226], [4.01732, -1.61276, 0.44238], [5.15073, -0.87878, 2.55953], [4.16478, 0.98453, 3.90219], [2.00210, 1.96949, 3.28592], [-1.47774, 2.06702, -0.48740], [-2.88423, 4.10344, -0.20574], [-2.39246, 5.70464, 1.66723], [-0.53929, 5.20408, 3.26701], [0.88594, 3.23562, 2.93763]],
  "nbo_charge": [-0.1008, -0.1055, -0.5132, 0.3946, 0.1138, -0.1036, -0.1312, -0.2136, -0.2015, -0.2133, -0.2205, -0.5379, 0.2027, 0.1827, 0.1945, 0.1961, 0.2067, 0.2252, 0.2269, 0.2168, 0.1977, 0.0921, -0.1048, -0.1012, -0.2357, -0.0788, -0.2218, -0.1126, -0.0971, -0.1085, -0.2307, -0.0808, -0.2187, -0.1201, 0.2322, 0.2389, 0.2460, 0.2423, 0.2432, 0.2136, 0.2412, 0.2441, 0.2424, 0.2434, 0.2147]
}